one) This record from the Open Molecules 2025 dataset describes 2 unconnected molecules or ions with the total composition C3H9NOS. The level of theory is ωB97M-V with the def2-TZVPD basis set.

Each line ends with the Löwdin charge.
Positions of all 15 atoms, in Å:
S1 -1.4186 0.4221 -0.0583  0.67
O1 -1.7206 0.4053 -1.5145  -0.43
N1 -2.5752 0.1682 0.9912  -0.29
C1 0.7389 -1.4017 -0.8457  -0.14
C2 -0.0357 -0.6970 0.2216  -0.24
C3 1.6206 1.3959 0.5773  0.05
H1 -3.5858 0.0860 0.7443  0.02
H2 1.6663 1.6347 -0.5230  0.03
H3 1.5691 -1.9503 -0.4005  0.08
H4 1.1541 2.1159 1.2668  0.00
H5 0.0826 -2.2039 -1.1890  0.09
H6 -0.2343 -1.2637 1.1379  0.07
H7 -0.7910 1.6041 0.2875  0.03
H8 2.3741 0.6868 0.9975  0.01
H9 1.1554 -1.0025 -1.6931  0.04

## Properties
LUMO (alpha / beta)   -0.70 / -0.40 eV

***

two) This record from the Open Molecules 2025 dataset describes C3H9NOS in the gas phase. The level of theory is ωB97M-V with the def2-TZVPD basis set.

Each line ends with the Löwdin charge.
Positions of all 15 atoms, in Å:
S1 0.9065 -2.2560 1.9836  0.68
O1 -1.8289 1.6720 -1.7425  -0.15
N1 0.3905 1.0529 -0.6571  -0.06
C1 1.0843 0.1383 0.3138  -0.29
C2 -1.0305 1.1728 -0.4714  -0.24
C3 0.4316 -1.1819 0.4886  -0.55
H1 0.5729 -1.8217 -0.3960  0.07
H2 -2.7746 1.2922 -1.6236  0.10
H3 -1.3985 1.9304 0.3530  0.15
H4 -0.6743 -1.1801 0.5085  0.05
H5 0.5389 0.5765 -1.5771  0.13
H6 2.1347 0.2432 0.2527  0.10
H7 -1.4571 0.1848 -0.3585  0.07
H8 0.9537 0.5321 1.3463  0.11
H9 2.1509 -2.3556 1.5797  -0.18

## Properties
SMILES   OCNCCS
LUMO   0.76 eV

***

three) This record from the Open Molecules 2025 dataset describes 2 unconnected molecules or ions with the total composition C3H9NOS. The level of theory is ωB97M-V with the def2-TZVPD basis set.

Each line ends with the Löwdin charge.
Positions of all 15 atoms, in Å:
S1 0.9101 -0.6847 -0.9498  0.66
O1 -4.2590 0.1684 -1.0103  -0.01
N1 -2.4044 -0.7033 0.0694  0.12
C1 2.7167 0.9609 0.5021  -0.24
C2 -3.1197 -0.2407 -0.9928  -0.43
C3 1.3223 0.4189 0.4775  -0.67
H1 3.4723 0.0598 0.4785  0.09
H2 -2.6167 -0.3142 -2.0869  0.16
H3 -2.9209 -1.0316 0.8562  0.10
H4 0.5302 1.2482 0.4716  0.08
H5 0.9651 -1.8389 -0.2611  -0.14
H6 -1.5543 -1.0980 -0.1636  -0.02
H7 3.0280 1.7509 -0.4120  0.13
H8 1.1140 -0.1356 1.4537  0.09
H9 2.8162 1.4398 1.5675  0.09

## Properties
SMILES   NC=O.CCS
LUMO   0.57 eV

***

It is three) that is most stable; the runner-up trails by 0.0436 hartree.

***

one) This record from the Open Molecules 2025 dataset describes C3H9NOS in the gas phase. The level of theory is ωB97M-V with the def2-TZVPD basis set.

Each line ends with the Löwdin charge.
Positions of all 15 atoms, in Å:
S1 3.1407 0.8067 -0.5471  0.68
O1 -2.5345 0.6686 -0.0917  -0.07
N1 -0.6399 -0.8540 0.1735  -0.06
C1 1.6253 -0.2309 -0.6031  -0.57
C2 -1.8661 -0.3451 0.7042  -0.28
C3 0.4863 0.0534 0.3641  -0.30
H1 2.5994 1.9626 -0.0859  -0.15
H2 2.0568 -1.2279 -0.5078  0.06
H3 -1.6447 0.1528 1.6418  0.12
H4 0.2293 1.1076 0.2241  0.11
H5 -2.5771 -1.1658 0.7845  0.11
H6 -0.7292 -1.1265 -0.7961  0.11
H7 -2.2711 0.4995 -1.0015  0.07
H8 1.2520 -0.1875 -1.6304  0.06
H9 0.8727 -0.1135 1.3714  0.12

## Properties
SMILES   OCNCCS
LUMO   0.80 eV

***

two) This record from the Open Molecules 2025 dataset describes C3H9NOS in the gas phase. The level of theory is ωB97M-V with the def2-TZVPD basis set.

Each line ends with the Löwdin charge.
Positions of all 15 atoms, in Å:
S1 0.4035 -0.3910 -2.3786  0.65
O1 0.1218 1.0425 2.6694  -0.07
N1 -1.6149 0.3047 0.6103  0.04
C1 0.5517 0.0921 1.6984  -0.23
C2 0.2433 -0.8374 -0.5600  -0.50
C3 -0.2052 0.2781 0.3686  -0.48
H1 -2.0058 0.1963 1.5280  0.08
H2 -2.3091 0.1160 -0.0872  0.08
H3 0.1723 1.2210 -0.0479  0.13
H4 1.6079 0.2305 1.4614  0.12
H5 1.2830 -1.0774 -0.3449  0.05
H6 -0.4681 1.6737 2.2382  0.08
H7 -0.3144 -1.7675 -0.5387  0.07
H8 0.3718 -0.8922 2.1290  0.13
H9 1.2742 -1.4107 -2.5364  -0.15

## Properties
SMILES   N[C@@H](CO)CS
LUMO   0.85 eV

***

It is one) that is most stable; the runner-up trails by 0.0040 hartree.

***

one) This record from the Open Molecules 2025 dataset describes a molecular structure, C33H29NO5P2SSn. The level of theory is ωB97M-V with the def2-TZVPD basis set.

Each line ends with the Löwdin charge.
Positions of all 72 atoms, in Å:
Sn1 -2.1220 1.1118 -2.3202  1.20
S1 3.4347 -3.8804 1.7450  0.80
P1 0.8457 0.5966 -1.4490  0.93
P2 -1.3518 0.4589 0.3992  0.93
O1 -4.1198 1.3445 -1.7534  -0.27
O2 -6.5792 2.7034 -0.6045  0.13
O3 -3.0322 5.8590 -1.0514  0.13
O4 -2.1115 3.1316 -1.9949  -0.26
O5 -5.9248 5.5935 -0.4561  0.17
N1 0.2687 0.0571 0.0827  -0.46
C1 -0.3113 2.3476 2.1261  -0.09
C2 -5.5289 3.2170 -0.8829  -0.27
C3 1.6694 -1.8704 0.9433  -0.26
C4 1.7592 -0.8259 -3.6692  -0.11
C5 0.1271 -1.9834 -2.3364  -0.11
C6 4.1259 2.7074 -0.3459  -0.07
C7 -0.2550 3.0994 3.2891  -0.07
C8 -2.2206 1.1528 2.9853  -0.08
C9 -1.2902 1.3623 1.9697  -0.35
C10 3.6433 0.1240 -1.2620  -0.10
C11 -3.4259 -1.3236 0.0559  -0.09
C12 2.8352 2.3160 -0.6790  -0.10
C13 -2.2566 -1.0706 0.7767  -0.36
C14 5.1757 1.8069 -0.4774  -0.07
C15 -3.2866 3.5081 -1.5494  -0.31
C16 4.3500 -3.5562 0.2262  -0.42
C17 4.9356 0.5193 -0.9417  -0.07
C18 -3.6883 4.8544 -1.1164  -0.28
C19 -3.6962 -3.4275 1.1907  -0.07
C20 -5.1825 4.7143 -0.7673  -0.23
C21 2.7114 -2.2453 1.9870  -0.52
C22 0.9627 -0.8825 -2.5204  -0.41
C23 0.9367 -2.9726 -4.3795  -0.08
C24 0.1190 -3.0253 -3.2594  -0.07
C25 1.1844 -0.4405 1.1368  -0.25
C26 2.5811 1.0165 -1.1253  -0.38
C27 -1.8337 -2.0018 1.7331  -0.09
C28 -2.5431 -3.1758 1.9309  -0.07
C29 -4.1438 -2.4993 0.2645  -0.06
C30 -1.1840 2.8811 4.3021  -0.07
C31 -4.3065 2.5960 -1.4209  -0.31
C32 -2.1653 1.9126 4.1482  -0.07
C33 1.7557 -1.8683 -4.5857  -0.08
H1 -5.0537 -2.6789 -0.2948  0.11
H2 2.3976 0.0364 -3.8447  0.11
H3 4.9894 -2.6776 0.3459  0.03
H4 2.2756 -2.2684 2.9891  0.08
H5 0.8300 -2.5690 0.9848  0.10
H6 0.6831 -0.3314 2.0997  0.11
H7 -1.1434 3.4704 5.2103  0.11
H8 0.4110 2.5227 1.3351  0.09
H9 3.4635 -0.8835 -1.6207  0.09
H10 2.1054 -1.9671 -0.0507  0.07
H11 -0.5208 -2.0337 -1.4680  0.09
H12 2.0492 0.2254 1.1803  0.11
H13 2.3891 -1.8169 -5.4644  0.11
H14 -0.9552 -1.8074 2.3378  0.10
H15 -3.8103 -0.5909 -0.6439  0.06
H16 0.5055 3.8632 3.4030  0.11
H17 0.9315 -3.7854 -5.0959  0.10
H18 3.5211 -1.5091 2.0047  0.08
H19 -2.2027 -3.8941 2.6686  0.11
H20 5.7563 -0.1802 -1.0532  0.11
H21 4.9825 -4.4256 0.0450  0.03
H22 -4.2507 -4.3466 1.3500  0.11
H23 4.3130 3.7167 -0.0001  0.11
H24 6.1848 2.1115 -0.2274  0.11
H25 3.6886 -3.4243 -0.6321  0.03
H26 -2.8947 1.7482 4.9323  0.11
H27 -2.9936 0.4035 2.8702  0.11
H28 2.0179 3.0278 -0.6048  0.10
H29 -0.5315 -3.8780 -3.1000  0.11

## Properties
LUMO   -0.59 eV

***

two) This record from the Open Molecules 2025 dataset describes a molecular structure, C33H29NO5P2SSn. The level of theory is ωB97M-V with the def2-TZVPD basis set.

Each line ends with the Löwdin charge.
Positions of all 72 atoms, in Å:
Sn1 -1.0177 1.9091 2.4621  1.47
S1 -0.7301 -1.3467 -4.3182  0.81
P1 -0.6771 -1.5295 1.1368  0.94
P2 1.8157 -0.1421 0.9744  0.97
O1 -2.2863 4.4365 6.6332  0.15
O2 -2.0058 3.6595 2.0097  -0.24
O3 -3.6149 6.7422 5.3227  0.18
O4 -1.3493 2.6102 4.3791  -0.24
O5 -3.4645 6.3011 2.3920  0.14
N1 0.4728 -0.7759 0.0944  -0.48
C1 -2.3265 4.2968 3.1176  -0.31
C2 -1.7374 0.1442 -4.4063  -0.41
C3 -4.8106 -0.0632 -0.3018  -0.08
C4 4.4783 -2.9423 -0.2710  -0.08
C5 1.0179 3.7420 -0.2190  -0.08
C6 -3.1142 5.8082 4.7729  -0.22
C7 -4.6889 -1.1758 0.5239  -0.08
C8 3.4924 -2.2341 0.3982  -0.11
C9 0.2689 -4.0954 1.3573  -0.12
C10 0.8205 -0.0762 -2.3264  -0.25
C11 -2.2781 -1.0056 0.4333  -0.41
C12 3.1849 3.6936 0.8085  -0.07
C13 3.2268 -0.9022 0.0804  -0.37
C14 4.9941 -0.9840 -1.5624  -0.07
C15 0.5554 -1.1809 -1.3168  -0.27
C16 3.9964 -0.2812 -0.9000  -0.10
C17 -1.2919 -3.8503 -0.4501  -0.09
C18 0.9321 2.3604 -0.0832  -0.19
C19 2.1467 4.4122 0.2269  -0.08
C20 0.8356 -0.6410 -3.7457  -0.49
C21 5.2309 -2.3167 -1.2559  -0.08
C22 -0.5984 -3.2892 0.6199  -0.37
C23 0.4663 -5.4250 1.0157  -0.08
C24 -2.4139 0.1031 -0.3967  -0.13
C25 -1.9877 3.7595 4.3306  -0.31
C26 -3.4368 -1.6369 0.8947  -0.11
C27 3.0897 2.3179 0.9525  -0.11
C28 -2.4215 4.6075 5.4513  -0.26
C29 -3.6703 0.5754 -0.7613  -0.08
C30 -3.0339 5.5760 3.2500  -0.27
C31 -1.1025 -5.1829 -0.7890  -0.07
C32 1.9639 1.6260 0.4995  -0.43
C33 -0.2195 -5.9695 -0.0619  -0.08
H1 1.1551 0.1223 -4.4569  0.08
H2 5.5856 -0.4896 -2.3225  0.10
H3 0.0726 0.7171 -2.2590  0.08
H4 -0.3786 -1.6702 -1.5855  0.07
H5 0.7811 -3.6770 2.2175  0.09
H6 3.8993 1.7744 1.4281  0.11
H7 -3.3566 -2.4981 1.5493  0.11
H8 -1.2482 0.9064 -5.0129  0.04
H9 2.2159 5.4873 0.1286  0.11
H10 -2.6718 -0.1378 -4.8890  0.03
H11 1.7871 0.3951 -2.1370  0.09
H12 1.3417 -1.9394 -1.4259  0.12
H13 -1.6441 -5.6055 -1.6256  0.11
H14 -3.7531 1.4432 -1.4040  0.11
H15 1.1423 -6.0390 1.5968  0.10
H16 0.1979 4.2900 -0.6652  0.11
H17 -1.9827 -3.2459 -1.0270  0.10
H18 1.5510 -1.4645 -3.8145  0.08
H19 -1.9696 0.5395 -3.4193  0.01
H20 2.9126 -2.7219 1.1737  0.09
H21 -1.5266 0.5926 -0.7758  0.06
H22 0.0535 1.8447 -0.4477  0.05
H23 3.8260 0.7604 -1.1435  0.10
H24 6.0057 -2.8639 -1.7769  0.10
H25 -5.5751 -1.6795 0.8879  0.11
H26 4.0679 4.2091 1.1636  0.11
H27 -5.7899 0.3024 -0.5809  0.11
H28 4.6641 -3.9787 -0.0202  0.10
H29 -0.0743 -7.0085 -0.3279  0.10

## Properties
LUMO   -1.12 eV

***

It is one) that is most stable; the runner-up trails by 0.0192 hartree.

***

one) This record from the Open Molecules 2025 dataset describes 2 unconnected molecules or ions with the total composition C2HCl2NS. The level of theory is ωB97M-V with the def2-TZVPD basis set.

Each line ends with the Löwdin charge.
Positions of all 7 atoms, in Å:
Cl1 0.4781 0.7410 -1.7211  0.63
Cl2 0.4852 -1.9664 -0.7391  0.66
S1 -1.8727 0.0771 0.4920  0.44
N1 1.5937 0.2174 1.8442  0.20
C1 0.4037 -0.2950 -0.3444  -1.34
C2 1.1504 0.0705 0.8039  -0.41
H1 -2.2385 1.1553 -0.3355  -0.19

## Properties
LUMO (alpha / beta)   -2.08 / -2.08 eV

***

two) This record from the Open Molecules 2025 dataset describes 2 unconnected molecules or ions with the total composition C2HCl2NS. The level of theory is ωB97M-V with the def2-TZVPD basis set.

Each line ends with the Löwdin charge.
Positions of all 7 atoms, in Å:
Cl1 1.5430 -1.7151 0.6239  0.78
Cl2 0.8855 0.6908 2.1528  0.63
S1 -0.8621 1.9000 -2.8383  0.53
N1 -0.5430 0.1078 -0.7865  -0.02
C1 -0.6954 0.9007 -1.6243  -1.06
C2 0.3993 -0.8181 1.3567  -0.95
H1 -0.7274 -1.0661 1.1157  0.09

## Properties
LUMO (alpha / beta)   -3.31 / -3.30 eV

***

It is one) that is most stable; the runner-up trails by 0.0510 hartree.

***

one) This record from the Open Molecules 2025 dataset describes 3 unconnected molecules or ions with the total composition C5H13O3. The level of theory is ωB97M-V with the def2-TZVPD basis set.

Each line ends with the Mulliken spin population.
Positions of all 21 atoms, in Å:
O1 -0.1719 1.0376 2.1372  0.91
O2 -1.9657 -1.3143 2.4489  0.00
O3 0.0332 2.2510 -0.0757  0.13
C1 0.2231 -0.6955 -0.6656  0.01
C2 1.1677 -1.7337 -1.1999  0.00
C3 2.5319 -1.7032 -1.2574  0.00
C4 -0.8861 1.6351 -0.9176  0.01
C5 -0.4028 0.2797 -1.6802  0.01
H1 0.1025 1.7244 0.8191  -0.03
H2 -1.6568 -0.4101 2.1906  0.00
H3 0.0745 1.5015 3.0127  -0.03
H4 -1.2993 -0.2660 -1.9784  0.00
H5 -1.1799 -1.5047 2.9067  0.00
H6 3.1313 -0.8737 -0.7722  0.00
H7 3.0526 -2.4973 -1.7917  0.00
H8 -0.5376 -1.1550 -0.0031  0.00
H9 -1.7127 1.2848 -0.3087  0.00
H10 0.9268 -2.6692 -1.6305  0.00
H11 -1.2148 2.1897 -1.7773  0.00
H12 0.3256 0.4735 -2.4393  0.00
H13 1.0202 -0.2871 0.0131  0.00

## Properties
LUMO (alpha / beta)   0.17 / -3.87 eV
Spin multiplicity   2
⟨S²⟩   0.756

***

two) This record from the Open Molecules 2025 dataset describes a molecular structure, C5H13O3. The level of theory is ωB97M-V with the def2-TZVPD basis set.

Each line ends with the Mulliken spin population.
Positions of all 21 atoms, in Å:
O1 -4.7673 0.6695 -2.7582  0.03
O2 -0.5074 0.0974 -0.5615  0.44
O3 -2.3916 0.1550 -1.9503  0.40
C1 0.4800 -0.6898 -0.9902  0.02
C2 1.9272 0.4967 0.8841  0.00
C3 1.0779 0.4569 2.1485  0.01
C4 1.3893 0.4817 3.4295  0.00
C5 1.6621 -0.8353 0.1662  0.14
H1 -1.4002 -0.1798 -1.2839  -0.03
H2 1.0534 -0.3800 -1.8824  0.01
H3 0.4232 -1.8148 -1.1458  0.01
H4 -4.5625 -0.0917 -3.3098  0.00
H5 -4.0247 0.5935 -2.1160  -0.01
H6 -1.8226 0.7038 -2.5111  -0.01
H7 0.0399 0.5789 1.8988  0.00
H8 0.6417 0.3861 4.2370  0.00
H9 2.9951 0.4741 1.1696  0.01
H10 2.5400 -1.1037 -0.3821  0.00
H11 2.3199 0.2801 3.9307  0.00
H12 1.2646 -1.5861 0.8293  0.00
H13 1.6620 1.3074 0.1978  0.00

## Properties
LUMO (alpha / beta)   0.60 / -3.72 eV
Spin multiplicity   2
⟨S²⟩   0.760

***

It is one) that is most stable; the runner-up trails by 0.0039 hartree.

***

one) This record from the Open Molecules 2025 dataset describes C4H10O2 in the gas phase. The level of theory is ωB97M-V with the def2-TZVPD basis set.

Each line ends with the Löwdin charge.
Positions of all 16 atoms, in Å:
O1 -0.2558 -0.7980 0.6890  -0.18
O2 1.7882 -0.5978 -0.9312  -0.07
C1 -0.2577 0.4265 -0.0340  -0.40
C2 1.1098 0.6204 -0.7418  -0.21
C3 -0.7614 -1.8905 -0.0566  -0.10
C4 -0.5190 1.5559 0.9481  -0.04
H1 -0.7535 -2.7605 0.6045  0.09
H2 -0.1444 -2.0955 -0.9396  0.09
H3 -1.0656 0.3920 -0.7805  0.14
H4 -1.7938 -1.6997 -0.3814  0.09
H5 0.9674 1.0666 -1.7306  0.12
H6 1.7247 1.3194 -0.1503  0.12
H7 -0.4830 2.5253 0.4366  0.09
H8 1.6873 -1.0637 -0.0871  0.09
H9 0.2525 1.5529 1.7264  0.09
H10 -1.4955 1.4467 1.4284  0.08

## Properties
SMILES   CO[C@@H](C)CO
LUMO   1.05 eV

***

two) This record from the Open Molecules 2025 dataset describes C4H10O2 in the gas phase. The level of theory is ωB97M-V with the def2-TZVPD basis set.

Each line ends with the Löwdin charge.
Positions of all 16 atoms, in Å:
O1 -0.4845 -1.3226 -0.0523  -0.21
O2 1.5238 -0.1023 0.9601  -0.04
C1 -0.3870 0.0056 -0.5232  -0.18
C2 -1.8046 -1.7695 0.1331  -0.10
C3 1.0877 2.0254 0.0200  -0.04
C4 1.0405 0.5081 -0.2179  -0.40
H1 0.1235 2.5165 -0.1530  0.07
H2 -2.3051 -1.9652 -0.8257  0.09
H3 1.6847 0.2266 -1.0673  0.14
H4 1.3454 2.1620 1.0744  0.08
H5 -0.5951 0.0443 -1.6049  0.14
H6 -1.7555 -2.6974 0.7081  0.09
H7 -1.1356 0.6327 -0.0140  0.12
H8 -2.3985 -1.0328 0.6950  0.09
H9 1.8470 2.5309 -0.5811  0.07
H10 1.0107 -0.9167 1.0655  0.08

## Properties
SMILES   COC[C@@H](C)O
LUMO   0.99 eV

***

It is one) that is most stable; the runner-up trails by 0.0021 hartree.